(1)
Molecular formula: C46H57N7O14
Method: DFT, ωB97M-V/def2-TZVPD

For the HOMO-LUMO gap, the calculation gives 8.894 eV. The calculation puts the HOMO energy at -9.6 eV. The total charge is 0. The SMILES is COCCCCCCCCOC(=O)NCCCCNC(C)=O.O=[N+]([O-])c1ccccc1.O=[N+]([O-])c1ccccc1.O=[N+]([O-])c1ccccc1.O=[N+]([O-])c1ccccc1.O=[N+]([O-])c1ccccc1.

Last column: Löwdin charge in e.
Positions of all 124 atoms, in Å:
1 C -3.724922 -0.739353 -4.117624  -0.1003
2 O -3.255956 0.323163 -4.912248  -0.2040
3 C -3.581706 0.263847 -6.289579  -0.2179
4 C -4.605761 1.309999 -6.707310  -0.1772
5 C -5.915514 1.247932 -5.923480  -0.1887
6 C -5.960149 1.972508 -4.573860  -0.1919
7 C -5.179505 3.295511 -4.473258  -0.1864
8 C -3.811559 3.183392 -3.784407  -0.2002
9 C -3.592374 4.233149 -2.698607  -0.1707
10 C -2.456056 3.845068 -1.782231  -0.1730
11 O -1.268853 3.634564 -2.571894  -0.0086
12 C -0.401927 2.778110 -1.980337  -0.5223
13 O 0.277694 3.080962 -0.983647  0.0691
14 N -0.352903 1.514723 -2.571381  0.0997
15 C 0.192131 1.454699 -3.954067  -0.1745
16 C 1.024054 0.201213 -4.105382  -0.1836
17 C 0.219946 -1.095409 -3.943535  -0.1575
18 C 0.562572 -1.918618 -2.685603  -0.1776
19 N -0.455567 -1.879154 -1.630419  0.0534
20 C -1.611999 -2.630270 -1.868517  -0.5125
21 C -2.668683 -2.481808 -0.798623  0.0024
22 O -1.733733 -3.404510 -2.836626  0.0304
23 H -3.081973 -0.802751 -3.243909  0.0672
24 H -4.744524 -0.577618 -3.762036  0.0776
25 H -3.698176 -1.692246 -4.644106  0.0969
26 H -3.967476 -0.719964 -6.559875  0.1191
27 H -2.659275 0.437764 -6.843158  0.1187
28 H -4.167454 2.304802 -6.716800  0.1000
29 H -4.835355 1.078093 -7.749878  0.1130
30 H -6.107905 0.187614 -5.741534  0.1071
31 H -6.736464 1.580822 -6.553552  0.1053
32 H -5.650020 1.321292 -3.763741  0.0857
33 H -7.005590 2.208171 -4.377860  0.1026
34 H -5.790931 3.975614 -3.881323  0.0990
35 H -5.071450 3.759171 -5.449368  0.1038
36 H -3.675413 2.202389 -3.333309  0.0998
37 H -3.022680 3.271485 -4.527212  0.1101
38 H -4.486911 4.262393 -2.078006  0.1196
39 H -3.383950 5.203150 -3.143947  0.1228
40 H -2.269160 4.606535 -1.030840  0.1225
41 H -2.714049 2.889240 -1.324628  0.1255
42 H 0.260872 0.987665 -1.962258  0.1141
43 H -0.618604 1.471470 -4.677533  0.1117
44 H 0.834012 2.318387 -4.134570  0.1243
45 H 1.865672 0.237700 -3.413259  0.1098
46 H 1.457178 0.228018 -5.103682  0.1128
47 H 0.393359 -1.731205 -4.807488  0.1118
48 H -0.844872 -0.885412 -3.944765  0.0905
49 H 1.462852 -1.502398 -2.237704  0.0995
50 H 0.753416 -2.953764 -2.935916  0.1145
51 H -0.703605 -0.925106 -1.399628  0.1083
52 H -2.513581 -1.566365 -0.233039  0.0657
53 H -2.627950 -3.330984 -0.126574  0.0835
54 H -3.644904 -2.422006 -1.269606  0.0792
55 O 6.815118 1.538417 -1.539396  0.0731
56 N 6.787647 1.784857 -0.353268  -0.3605
57 O 7.683793 1.521893 0.419342  0.0661
58 C 5.585969 2.434558 0.186580  -0.1592
59 C 4.537722 2.713397 -0.671003  -0.0005
60 C 3.398193 3.306944 -0.155342  -0.0574
61 C 3.327040 3.612456 1.196034  -0.0627
62 C 4.388813 3.322778 2.041659  -0.0696
63 C 5.532650 2.726325 1.536979  0.0054
64 H 4.605864 2.465611 -1.719332  0.1167
65 H 2.559436 3.516178 -0.802030  0.0818
66 H 2.427404 4.063156 1.595447  0.1075
67 H 4.326830 3.553483 3.088714  0.0896
68 H 6.360213 2.484497 2.186468  0.1220
69 O 3.895862 0.306985 5.996951  0.0914
70 N 3.303419 0.823664 5.079521  -0.3435
71 O 3.611323 1.884644 4.570653  0.0544
72 C 2.129407 0.128501 4.528939  -0.1429
73 C 1.741247 -1.073874 5.092877  0.0007
74 C 0.632434 -1.721006 4.573946  -0.0687
75 C -0.068087 -1.164020 3.513515  -0.0703
76 C 0.342613 0.038064 2.956564  -0.0623
77 C 1.453293 0.694870 3.461505  0.0051
78 H 2.298972 -1.501984 5.911892  0.1200
79 H 0.322139 -2.668377 4.992652  0.1060
80 H -0.929363 -1.677547 3.107825  0.1103
81 H -0.199550 0.451294 2.116593  0.0991
82 H 1.787870 1.625833 3.029035  0.1087
83 O 2.787778 -1.095271 0.480897  0.0716
84 N 3.013912 -1.993717 1.263495  -0.3386
85 O 2.162675 -2.668762 1.801427  0.0634
86 C 4.410097 -2.292029 1.603210  -0.1414
87 C 5.430723 -1.556333 1.030333  0.0025
88 C 6.736036 -1.855483 1.385431  -0.0561
89 C 6.994972 -2.872392 2.297789  -0.0616
90 C 5.951897 -3.596889 2.858858  -0.0526
91 C 4.644966 -3.304713 2.510352  -0.0041
92 H 5.213931 -0.770014 0.322888  0.1103
93 H 7.549185 -1.290653 0.954714  0.1022
94 H 8.016047 -3.095402 2.576481  0.1076
95 H 6.151907 -4.382277 3.574173  0.1100
96 H 3.822227 -3.847760 2.944329  0.0809
97 O 3.402309 -6.266372 6.252370  0.0957
98 N 2.864346 -5.730075 5.313653  -0.3421
99 O 3.210394 -4.674351 4.826145  0.0532
100 C 1.700423 -6.389560 4.704409  -0.1430
101 C 1.248701 -7.580629 5.239770  -0.0028
102 C 0.142916 -8.186510 4.667084  -0.0647
103 C -0.487334 -7.599530 3.577484  -0.0676
104 C -0.012397 -6.404598 3.052890  -0.0573
105 C 1.091370 -5.787430 3.617730  0.0026
106 H 1.748332 -8.026712 6.086078  0.1197
107 H -0.227752 -9.117063 5.072817  0.1081
108 H -1.352574 -8.075070 3.135886  0.1077
109 H -0.501903 -5.950037 2.203270  0.1095
110 H 1.466176 -4.855384 3.217773  0.1027
111 O -4.411603 0.941391 2.753681  0.0891
112 N -3.481915 1.531886 2.256906  -0.3523
113 O -2.830172 1.130117 1.315346  0.0494
114 C -3.115604 2.843732 2.813094  -0.1478
115 C -3.819083 3.346014 3.890543  -0.0013
116 C -3.455761 4.583452 4.396804  -0.0633
117 C -2.411242 5.295518 3.819945  -0.0664
118 C -1.724695 4.773896 2.731006  -0.0578
119 C -2.074547 3.533659 2.224662  -0.0064
120 H -4.632207 2.785551 4.326120  0.1199
121 H -3.989912 4.993072 5.242244  0.1084
122 H -2.132123 6.260624 4.220460  0.1079
123 H -0.915243 5.329121 2.278245  0.1097
124 H -1.547842 3.113709 1.379626  0.1048

Atoms 1-2, force components in eV/Å:
-0.1 0.0 0.1
0.1 0.0 0.0

***

(2)
Molecular formula: C46H58CsGeN4O3S2
Method: DFT, ωB97M-V/def2-TZVPD

For the HOMO-LUMO gap (spin up / spin down), the calculation gives 4.843 / 4.842 eV. As for the expectation value of S²: 0.75. The calculation puts the HOMO energy (spin up / spin down) at -1.4 / -1.4 eV. The total charge is -2. The multiplicity is 2.

Last column: Mulliken spin population.
Positions of all 115 atoms, in Å:
1 Cs 0.717563 1.282008 0.110166  -0.2002
2 C -2.958534 1.742343 -0.765533  0.0029
3 C -2.823695 1.040225 -1.987843  0.0000
4 C -3.459533 -0.234068 -1.797044  -0.0001
5 C -3.992264 -0.230966 -0.482334  0.0006
6 C -3.680589 0.976492 0.159190  0.0000
7 C -4.140370 1.450598 1.521378  -0.0002
8 C -3.038320 2.250759 2.227273  0.0002
9 C -4.541362 0.273662 2.412370  -0.0001
10 C -5.367941 2.365731 1.359442  0.0000
11 C -3.683458 -1.434284 -2.720809  0.0006
12 C -3.991070 -2.693066 -1.890325  0.0000
13 C -4.903832 -1.225034 -3.639672  -0.0001
14 C -2.453651 -1.802911 -3.561553  -0.0069
15 C -2.156921 1.721545 -3.197243  0.0022
16 C -2.969482 1.598936 -4.492516  -0.0001
17 C -2.033720 3.236872 -2.946542  -0.0002
18 C -0.715413 1.245895 -3.448455  -0.0078
19 H -2.571428 2.733045 -0.574010  -0.0016
20 H -4.530855 -1.051029 -0.023802  0.0001
21 H -2.146930 1.643572 2.378266  0.0001
22 H -3.384792 2.607533 3.205913  0.0000
23 H -2.742531 3.119566 1.634759  0.0004
24 H -3.694424 -0.396828 2.582560  0.0002
25 H -5.347216 -0.307809 1.956959  0.0000
26 H -4.890580 0.634790 3.386262  0.0000
27 H -5.114344 3.219505 0.727826  0.0000
28 H -5.724265 2.738534 2.329219  0.0000
29 H -6.179909 1.819398 0.872803  0.0000
30 H -4.919681 -2.588924 -1.327222  0.0000
31 H -3.183461 -2.898762 -1.184931  0.0000
32 H -4.097638 -3.557035 -2.555526  0.0000
33 H -5.793910 -1.065830 -3.026212  0.0000
34 H -5.073448 -2.102450 -4.278937  0.0000
35 H -4.788082 -0.353489 -4.278213  0.0000
36 H -1.585575 -1.947071 -2.914817  0.0033
37 H -2.195947 -1.042780 -4.292059  0.0001
38 H -2.636143 -2.736194 -4.106921  0.0000
39 H -3.972472 2.006465 -4.345728  0.0000
40 H -3.070922 0.576605 -4.838109  0.0001
41 H -2.480297 2.170086 -5.291340  0.0000
42 H -3.011537 3.677381 -2.740185  0.0000
43 H -1.612556 3.718606 -3.835924  0.0000
44 H -1.375953 3.462816 -2.105926  0.0014
45 H -0.653955 0.206464 -3.775824  0.0024
46 H -0.132792 1.348099 -2.532177  0.0019
47 H -0.230714 1.872048 -4.205039  -0.0001
48 N -0.467695 4.536969 0.168697  0.0051
49 C 0.473919 5.423856 -0.514739  0.0002
50 C 1.929038 4.928811 -0.460808  0.0039
51 O 2.716935 5.463933 -1.275945  -0.0006
52 N 2.158865 4.045061 0.491772  -0.0060
53 C 3.535843 3.595831 0.607135  0.0145
54 C 3.786266 2.126173 0.179577  0.0082
55 O 4.674014 1.494078 0.785599  -0.0064
56 O 3.046929 1.668993 -0.751381  -0.0180
57 H -1.304037 5.028847 0.461247  0.0003
58 H -0.005640 4.180734 1.000736  -0.0005
59 H 0.490974 6.440256 -0.093898  0.0000
60 H 0.203464 5.524368 -1.567929  0.0001
61 H 3.870007 3.648508 1.651340  0.0004
62 H 4.220077 4.210967 0.009719  -0.0007
63 C 1.615951 4.574720 3.587013  0.0002
64 C 1.454031 3.205952 4.150054  -0.0010
65 N 0.685004 2.287954 3.657502  0.0032
66 C 0.730197 1.130994 4.401118  0.0016
67 C 1.564172 1.159878 5.474058  -0.0003
68 S 2.299118 2.700111 5.585210  0.0003
69 C -0.070490 -0.025430 3.975647  -0.0018
70 C -0.517336 -1.025283 4.781849  -0.0001
71 S -1.302667 -2.218789 3.839793  -0.0003
72 C -1.009175 -1.279000 2.412636  -0.0325
73 N -0.380034 -0.169253 2.643139  0.0021
74 C -1.394742 -1.774943 1.060178  0.0798
75 H 1.797186 4.485693 2.503632  -0.0004
76 H 2.445074 5.101884 4.058656  0.0003
77 H 0.698724 5.147015 3.742632  0.0000
78 H 1.804033 0.350448 6.144278  0.0000
79 H -0.434515 -1.095360 5.854274  0.0000
80 H -2.192635 -2.515367 1.121833  0.0006
81 H -0.521512 -2.240957 0.593830  -0.0176
82 H -1.769911 -0.957471 0.437609  -0.0238
83 C 1.498633 -1.545153 -1.934915  0.0315
84 Ge 2.737380 -1.498443 -0.415783  0.8965
85 C 4.621510 -1.459122 -0.883659  0.1402
86 C 5.084594 -0.590482 -1.875203  0.0284
87 C 6.435210 -0.525823 -2.176504  -0.0181
88 C 7.346968 -1.315552 -1.486120  0.0386
89 C 6.900707 -2.170374 -0.489384  -0.0213
90 C 5.545263 -2.240585 -0.192990  -0.0045
91 C 2.481515 -2.992371 0.864512  -0.0661
92 C 2.181296 -2.663260 2.163733  0.2454
93 C 1.974530 -3.657635 3.148549  0.0297
94 C 2.061743 -4.978982 2.826492  0.0002
95 C 2.374307 -5.375477 1.501401  -0.0026
96 C 2.478581 -6.739931 1.133202  -0.0006
97 C 2.794257 -7.100846 -0.145080  -0.0010
98 C 3.025205 -6.109764 -1.124539  0.0055
99 C 2.925471 -4.787363 -0.797691  0.0278
100 C 2.591657 -4.375449 0.519792  -0.0453
101 H 1.914543 -2.081654 -2.791648  0.0374
102 H 1.284848 -0.525249 -2.251398  -0.0587
103 H 0.564260 -2.026669 -1.643470  -0.0007
104 H 4.389752 0.082225 -2.363221  0.0119
105 H 6.782842 0.168501 -2.932010  -0.0009
106 H 8.405029 -1.247261 -1.710777  0.0033
107 H 7.607290 -2.776262 0.065928  -0.0016
108 H 5.206460 -2.907220 0.593358  0.0052
109 H 2.095146 -1.618888 2.445888  -0.0725
110 H 1.733296 -3.355518 4.161049  0.0022
111 H 1.892915 -5.745821 3.574971  -0.0008
112 H 2.303586 -7.496895 1.890282  0.0006
113 H 2.870102 -8.148179 -0.411578  -0.0006
114 H 3.284156 -6.401556 -2.134479  -0.0003
115 H 3.112466 -4.024165 -1.546352  -0.0190

Atoms 1-2, force components in eV/Å:
-1.7 0.5 0.5
0.0 0.0 0.0